(i)
Below is C4H13N3 in the gas phase, with properties calculated with wB97M-V/def2-TZVPD.

HOMO = -8.477 eV
LUMO energy = 1.06 eV
HOMO-LUMO gap = 9.5 eV

Atoms and positions in Å:
1 C 1.421 0.165 -1.280
2 N 0.831 -0.308 -0.030
3 N 1.627 0.536 1.231
4 C -0.501 0.043 0.222
5 C -1.159 -1.167 -0.955
6 C -0.979 -0.408 1.589
7 N -0.881 1.372 -0.057
8 H 0.865 -0.173 -2.153
9 H 2.430 -0.242 -1.346
10 H 1.483 1.260 -1.315
11 H 2.143 1.327 0.838
12 H 2.328 -0.140 1.532
13 H -0.551 -2.049 -1.119
14 H -1.338 -0.611 -1.872
15 H -2.098 -1.487 -0.515
16 H -0.603 -1.405 1.794
17 H -0.594 0.275 2.343
18 H -2.068 -0.404 1.633
19 H -0.659 1.720 -0.979
20 H -1.698 1.695 0.439

=====

(ii)
Below is C4H13N3 in the gas phase, with properties calculated with wB97M-V/def2-TZVPD.

HOMO = -8.706 eV
LUMO energy = 1.10 eV
HOMO-LUMO gap = 9.8 eV

Atoms and positions in Å:
1 C -2.068 1.782 -1.579
2 N -0.710 1.247 -1.691
3 C 0.075 1.474 -0.475
4 C -0.139 0.375 0.553
5 N 0.473 -0.892 0.211
6 C 0.534 -1.848 1.266
7 N 1.902 -2.250 1.649
8 H -2.037 2.837 -1.266
9 H -2.556 1.213 -0.791
10 H -2.632 1.693 -2.499
11 H -0.230 1.684 -2.466
12 H 1.117 1.513 -0.785
13 H -0.243 2.412 0.013
14 H -1.218 0.263 0.654
15 H 0.265 0.751 1.490
16 H 0.048 -1.290 -0.617
17 H -0.028 -2.766 1.035
18 H -0.005 -1.512 2.150
19 H 2.507 -1.436 1.617
20 H 1.813 -2.569 2.607

=====

(iii)
Below is C4H13N3 in the gas phase, with properties calculated with wB97M-V/def2-TZVPD.

HOMO = -8.548 eV
LUMO energy = 1.13 eV
HOMO-LUMO gap = 9.7 eV

Atoms and positions in Å:
1 C -1.226 -0.169 1.479
2 C -0.105 0.265 0.490
3 C -0.087 1.742 0.204
4 N 0.226 2.552 1.381
5 N -0.115 -0.467 -0.764
6 C 0.470 -1.801 -0.735
7 N 0.964 -2.143 -2.065
8 H -0.916 0.074 2.487
9 H -2.160 0.243 1.094
10 H -1.365 -1.252 1.424
11 H 0.823 0.030 1.025
12 H -1.012 2.057 -0.282
13 H 0.715 1.912 -0.528
14 H 1.194 2.469 1.656
15 H -0.057 3.504 1.294
16 H -1.017 -0.419 -1.231
17 H -0.211 -2.520 -0.277
18 H 1.375 -1.675 -0.142
19 H 0.665 -3.017 -2.430
20 H 0.775 -1.418 -2.733

=====

Which is most stable? The ranking, best first, is (iii), (ii), (i).

=====

(i)
Below is a molecular structure, ArH22O11, with properties calculated with wB97M-V/def2-TZVPD.

HOMO = -10.138 eV
LUMO energy = -0.20 eV
HOMO-LUMO gap = 9.9 eV

Atoms and positions in Å:
1 Ar -0.036 -0.061 -0.655
2 O 3.662 0.164 -1.472
3 H 3.399 -0.224 -0.638
4 H 4.400 -0.371 -1.763
5 O -0.969 0.314 3.082
6 H -0.721 0.289 4.007
7 H -0.599 -0.488 2.713
8 O 1.787 0.202 -3.610
9 H 2.038 -0.520 -4.187
10 H 2.360 0.110 -2.848
11 O 0.880 -1.830 2.554
12 H 1.328 -1.335 1.868
13 H 0.310 -2.436 2.081
14 O -1.425 2.672 1.739
15 H -1.360 1.900 2.302
16 H -0.572 3.100 1.820
17 O -2.029 2.367 -1.582
18 H -2.353 3.241 -1.366
19 H -1.090 2.488 -1.726
20 O -3.532 0.236 -0.713
21 H -3.003 1.020 -0.863
22 H -3.057 -0.464 -1.162
23 O -3.395 -1.087 1.703
24 H -2.673 -0.532 1.999
25 H -3.632 -0.736 0.845
26 O 2.899 -1.350 0.709
27 H 2.732 -2.292 0.695
28 H 3.713 -1.258 1.203
29 O 0.738 2.482 -2.499
30 H 1.399 3.169 -2.581
31 H 1.110 1.735 -2.968
32 O -0.529 -3.197 0.485
33 H -1.412 -3.195 0.114
34 H -0.368 -4.113 0.714

=====

(ii)
Below is a molecular structure, ArH22O11, with properties calculated with wB97M-V/def2-TZVPD.

HOMO = -10.118 eV
LUMO energy = -0.51 eV
HOMO-LUMO gap = 9.6 eV

Atoms and positions in Å:
1 Ar 0.361 -0.277 0.064
2 O 2.117 -4.365 -1.544
3 H 1.956 -4.634 -2.449
4 H 2.150 -3.409 -1.580
5 O 2.138 2.944 -1.427
6 H 2.424 3.836 -1.624
7 H 1.802 2.990 -0.532
8 O -2.299 -2.199 0.268
9 H -2.194 -1.407 -0.259
10 H -2.881 -2.756 -0.248
11 O 3.239 -1.218 2.099
12 H 3.116 -0.318 2.403
13 H 4.027 -1.182 1.557
14 O 1.008 2.789 1.108
15 H 0.203 2.336 1.361
16 H 1.677 2.434 1.692
17 O 0.786 -3.017 2.609
18 H -0.040 -2.561 2.768
19 H 1.430 -2.317 2.501
20 O -1.843 2.115 1.077
21 H -2.526 2.689 0.730
22 H -2.034 2.052 2.012
23 O -2.703 0.401 -0.882
24 H -3.608 0.176 -0.665
25 H -2.365 0.824 -0.093
26 O -1.702 -1.456 2.941
27 H -1.999 -1.808 2.102
28 H -1.472 -0.547 2.752
29 O 1.772 0.468 -3.492
30 H 1.859 0.822 -2.607
31 H 2.451 0.917 -3.997
32 O -1.908 1.981 -2.946
33 H -2.264 1.338 -2.333
34 H -2.677 2.361 -3.369

=====

Which is most stable? The ranking, best first, is (i), (ii).

=====

(i)
Below is 2 unconnected molecules or ions with the total composition H5N3OP, with properties calculated with wB97M-V/def2-TZVPD.

HOMO = -4.049 eV
LUMO energy = 4.95 eV
HOMO-LUMO gap = 9.0 eV
total charge = -1

Atoms and positions in Å:
1 N 0.522 -0.890 -2.899
2 N 0.707 -0.408 -0.369
3 N -0.507 1.224 2.036
4 O 0.687 0.487 2.006
5 P -0.234 -0.274 -1.653
6 H 0.783 0.223 1.052
7 H 0.127 -0.806 -3.848
8 H 1.584 -0.820 -0.679
9 H -1.031 0.601 2.541
10 H -0.841 0.927 1.134

=====

(ii)
Below is 2 unconnected molecules or ions with the total composition H5N3OP, with properties calculated with wB97M-V/def2-TZVPD.

HOMO = -3.701 eV
LUMO energy = 4.56 eV
HOMO-LUMO gap = 8.3 eV
total charge = -1

Atoms and positions in Å:
1 N -2.955 0.440 0.768
2 N -0.778 -0.018 -0.586
3 N 2.572 0.215 0.126
4 O 1.941 -1.153 0.026
5 P -2.366 -0.454 -0.441
6 H 1.043 -0.932 -0.267
7 H -3.845 0.235 1.036
8 H -0.496 0.712 0.083
9 H 1.745 0.822 -0.057
10 H 3.138 0.133 -0.688

=====

Which is most stable? The ranking, best first, is (i), (ii).

=====

(i)
Below is 2 unconnected molecules or ions with the total composition H4N5, with properties calculated with wB97M-V/def2-TZVPD.

HOMO (alpha / beta) = -14.459 / -14.460 eV
LUMO energy (alpha / beta) = -6.30 / -6.30 eV
HOMO-LUMO gap (alpha / beta) = 8.2 / 8.2 eV
total charge = +1

Atoms and positions in Å:
1 N 0.131 -2.680 -0.350
2 N -0.179 -0.499 -0.952
3 N -0.131 -1.593 -0.678
4 N 0.454 1.756 0.690
5 N -0.575 1.100 0.507
6 H -0.350 -3.537 -0.550
7 H 1.058 1.477 1.472
8 H 0.779 2.534 0.105
9 H -1.187 1.443 -0.245

=====

(ii)
Below is a gas-phase ion, H4N5 (charge +1), with properties calculated with wB97M-V/def2-TZVPD.

HOMO = -14.807 eV
LUMO energy = -5.14 eV
HOMO-LUMO gap = 9.7 eV
total charge = +1

Atoms and positions in Å:
1 N 0.784 -1.835 -0.991
2 N 1.021 -0.696 -0.439
3 N 0.296 0.285 -0.311
4 N 0.054 1.475 -0.041
5 N -0.684 1.901 0.933
6 H -0.117 -2.029 -1.459
7 H 1.536 -2.496 -1.296
8 H -0.832 3.018 1.059
9 H -1.081 1.218 1.629

=====

(iii)
Below is a gas-phase ion, H4N5 (charge +1), with properties calculated with wB97M-V/def2-TZVPD.

HOMO = -16.502 eV
LUMO energy = -6.50 eV
HOMO-LUMO gap = 10.0 eV
total charge = +1

Atoms and positions in Å:
1 N 2.286 -0.415 0.028
2 N 1.299 0.073 -0.189
3 N 0.113 0.258 -0.356
4 N -0.535 -1.146 0.003
5 N -0.541 1.395 0.045
6 H -0.011 -1.570 0.690
7 H -0.642 -1.814 -0.751
8 H -1.285 1.740 -0.516
9 H -0.683 1.479 1.046

=====

Which is most stable? The ranking, best first, is (i), (ii), (iii).

=====

(i)
Below is 2 unconnected molecules or ions with the total composition C3H3NOS, with properties calculated with wB97M-V/def2-TZVPD.

HOMO = -8.786 eV
LUMO energy = -0.86 eV
HOMO-LUMO gap = 7.9 eV

Atoms and positions in Å:
1 C 0.099 0.158 -0.205
2 C -0.398 1.153 -0.866
3 C -0.535 2.210 -1.487
4 H -0.224 -0.948 2.155
5 H 1.366 1.229 0.896
6 H -0.764 2.846 -2.217
7 N 1.151 0.246 0.594
8 O 1.212 -0.748 1.658
9 S -0.820 -1.250 -0.182

=====

(ii)
Below is C3H3NOS in the gas phase, with properties calculated with wB97M-V/def2-TZVPD.

HOMO = -9.926 eV
LUMO energy = 0.04 eV
HOMO-LUMO gap = 10.0 eV

Atoms and positions in Å:
1 N -3.262 0.243 -0.450
2 C -2.179 0.021 -0.177
3 C -0.828 -0.195 0.093
4 S -0.022 1.378 -0.470
5 C -0.028 -1.433 -0.700
6 O 1.041 -1.818 -0.349
7 H -0.483 -0.505 1.134
8 H -1.121 2.195 -0.475
9 H -0.628 -1.857 -1.629

=====

(iii)
Below is C3H3NOS in the gas phase, with properties calculated with wB97M-V/def2-TZVPD.

HOMO = -9.216 eV
LUMO energy = 0.65 eV
HOMO-LUMO gap = 9.9 eV

Atoms and positions in Å:
1 S -0.803 1.779 -0.041
2 C -0.267 0.026 -0.045
3 C -0.419 -1.017 -0.872
4 C 0.703 -1.816 -0.369
5 N 1.341 -1.257 0.660
6 O 0.724 -0.002 0.837
7 H -1.980 1.423 -0.634
8 H -1.216 -1.383 -1.606
9 H 0.766 -2.856 -0.694

=====

Which is most stable? The ranking, best first, is (ii), (iii), (i).

=====

(i)
Below is 2 unconnected molecules or ions with the total composition C3H3NOS, with properties calculated with wB97M-V/def2-TZVPD.

HOMO = -9.502 eV
LUMO energy = -1.62 eV
HOMO-LUMO gap = 7.9 eV

Atoms and positions in Å:
1 C -0.073 2.206 -2.008
2 C 0.108 1.158 -1.415
3 C 0.303 -0.827 -0.185
4 N -0.096 -0.384 0.928
5 O 0.914 -1.714 -0.615
6 S -0.271 -1.346 2.573
7 H -0.074 3.211 -2.265
8 H -0.870 0.241 0.917
9 H 0.058 -2.546 2.069

=====

(ii)
Below is 2 unconnected molecules or ions with the total composition C3H3NOS, with properties calculated with wB97M-V/def2-TZVPD.

HOMO = -8.128 eV
LUMO energy = 0.67 eV
HOMO-LUMO gap = 8.8 eV

Atoms and positions in Å:
1 C 0.585 0.170 1.264
2 C 3.575 0.710 0.242
3 C -0.236 -0.960 -0.708
4 N 0.093 -0.279 0.286
5 O 3.489 1.623 0.949
6 S 3.685 -0.604 -0.589
7 H 0.124 1.045 1.864
8 H -0.953 -1.860 -0.681
9 H 0.253 -0.920 -1.554

=====

Which is most stable? The ranking, best first, is (ii), (i).

=====

(i)
Below is 2 unconnected molecules or ions with the total composition C4H10S, with properties calculated with wB97M-V/def2-TZVPD.

HOMO = -9.082 eV
LUMO energy = 0.98 eV
HOMO-LUMO gap = 10.1 eV

Atoms and positions in Å:
1 C 0.503 -1.853 3.097
2 C 0.482 -2.145 1.800
3 C -0.638 -2.933 1.141
4 H 1.359 -1.345 3.513
5 H -0.309 -2.157 3.744
6 H 1.327 -1.899 1.151
7 H -0.572 -3.963 1.478
8 H -1.604 -2.533 1.448
9 H -0.627 -2.823 0.066
10 C -0.401 3.817 -2.696
11 S 0.554 2.450 -3.408
12 H -0.484 3.743 -1.616
13 H 0.066 4.769 -2.915
14 H -1.367 3.806 -3.176
15 H 1.710 3.068 -3.626

=====

(ii)
Below is C4H10S in the gas phase, with properties calculated with wB97M-V/def2-TZVPD.

HOMO = -8.378 eV
LUMO energy = 1.10 eV
HOMO-LUMO gap = 9.5 eV

Atoms and positions in Å:
1 C -1.513 1.628 -0.637
2 C -0.366 0.598 -0.542
3 C -0.108 0.186 0.930
4 S 0.252 -1.521 1.280
5 C 1.558 -2.086 0.218
6 H -1.093 2.593 -0.926
7 H -2.098 1.351 -1.476
8 H -2.127 1.778 0.235
9 H 0.563 1.089 -0.831
10 H -0.486 -0.274 -1.181
11 H -0.974 0.295 1.588
12 H 0.633 0.891 1.305
13 H 2.315 -1.320 0.003
14 H 2.170 -2.774 0.795
15 H 1.272 -2.437 -0.760

=====

Which is most stable? The ranking, best first, is (ii), (i).

=====

(i)
Below is C4H10S in the gas phase, with properties calculated with wB97M-V/def2-TZVPD.

HOMO = -8.929 eV
LUMO energy = 1.04 eV
HOMO-LUMO gap = 10.0 eV

Atoms and positions in Å:
1 C 1.348 -0.777 -0.034
2 C 0.084 0.015 -0.452
3 C 0.465 1.387 0.024
4 C -1.099 -0.514 0.350
5 S -2.644 0.112 -0.058
6 H 1.565 -0.709 1.029
7 H 1.235 -1.760 -0.415
8 H 2.223 -0.271 -0.491
9 H 0.059 -0.205 -1.466
10 H -0.393 2.036 0.174
11 H 0.817 1.159 1.042
12 H 1.285 1.836 -0.411
13 H -1.022 -0.234 1.470
14 H -1.258 -1.582 0.434
15 H -2.667 -0.495 -1.195

=====

(ii)
Below is C4H10S in the gas phase, with properties calculated with wB97M-V/def2-TZVPD.

HOMO = -8.478 eV
LUMO energy = 1.07 eV
HOMO-LUMO gap = 9.5 eV

Atoms and positions in Å:
1 C 2.469 0.817 0.438
2 C 1.208 -0.131 0.511
3 C -0.101 0.151 -0.245
4 S -1.321 -0.955 0.568
5 C -2.804 -0.733 -0.567
6 H 2.425 1.591 1.233
7 H 2.484 1.439 -0.493
8 H 3.240 0.146 0.520
9 H 1.309 -1.240 0.151
10 H 0.936 -0.056 1.554
11 H -0.368 1.188 -0.036
12 H -0.106 -0.223 -1.398
13 H -3.425 0.159 -0.117
14 H -3.565 -1.647 -0.501
15 H -2.381 -0.506 -1.620

=====

Which is most stable? The ranking, best first, is (i), (ii).